1.
ORCA calculation (the ωB97M-V functional and the def2-TZVPD basis) on a cluster of 10 separate species, C32H89N9O15 in total.

- Calculated total energy: -2893.57777 a.u.
- LUMO level: 0.07 eV
- ΔE to the lowest compared entry with this formula, charge and spin: 826.3 kJ/mol
- E_HOMO: -8.8 eV
- Strongest force on any atom: 8.66 eV/A

```
! RIJCOSX wB97M-V def2-TZVPD def2/J DEFGRID3
* xyz 0 1
C -3.05107 3.05779 -4.91351
O -3.98965 2.17929 -4.38028
C -3.42234 0.86351 -4.05024
C -4.46651 -0.02467 -3.45622
N -5.36650 -0.54484 -4.39831
C -6.47708 -1.03603 -3.67920
C -7.61339 -1.55308 -4.51253
O -8.52352 -0.45613 -4.73195
C -9.78643 -0.91024 -5.19484
H -3.32654 2.95881 -5.96348
H -2.01421 2.72319 -4.94598
H -3.08956 4.10390 -4.60975
H -2.60670 1.03168 -3.34700
H -2.92267 0.36515 -4.88095
H -4.89714 0.66072 -2.72622
H -3.94397 -0.78154 -2.87124
H -5.63641 0.31150 -4.86083
H -6.82373 -0.26531 -2.99077
H -6.13584 -1.96531 -3.22302
H -8.23457 -2.25936 -3.96170
H -7.33773 -1.81831 -5.53320
H -10.50425 -0.94950 -4.37551
H -9.79774 -1.85936 -5.73068
H -10.07455 -0.17631 -5.94746
C -8.10635 -9.28745 0.36058
O -8.70674 -8.10026 -0.00718
C -9.87999 -7.67067 0.52862
C -10.14310 -6.14424 0.54807
N -9.41954 -5.60487 1.75046
C -9.40053 -4.15790 1.68751
C -8.37032 -3.51015 2.62197
O -7.07674 -3.64554 2.04022
C -6.05638 -3.13859 2.94943
H -7.82124 -9.30025 1.41256
H -7.23057 -9.57705 -0.22014
H -8.82221 -10.09883 0.22905
H -10.12910 -8.10484 1.49689
H -10.50554 -8.19737 -0.19205
H -11.20690 -5.96596 0.70505
H -10.05521 -5.64911 -0.41899
H -8.48631 -5.98899 1.79091
H -10.42191 -3.77938 1.64737
H -9.11604 -3.88444 0.67144
H -8.60607 -4.05499 3.53612
H -8.59251 -2.49415 2.94826
H -6.00809 -3.32507 4.02227
H -6.08938 -2.07774 2.70121
H -5.04859 -3.35129 2.59274
C 6.91572 -1.19392 1.81973
O 7.30843 -1.03772 0.48304
C 8.74357 -1.42769 0.31466
C 9.48888 -0.93325 -0.88044
N 10.85353 -1.37466 -0.93447
C 11.64148 -1.17328 -2.17547
C 13.08572 -1.26244 -1.71569
O 13.25888 -2.59408 -1.30571
C 14.52479 -3.06954 -0.96574
H 7.64912 -0.61652 2.38260
H 7.14894 -2.20528 2.15268
H 5.85096 -1.12558 2.04270
H 8.73613 -2.51539 0.38496
H 9.41467 -1.12544 1.11863
H 9.48512 0.15566 -0.92903
H 8.98910 -1.38817 -1.73564
H 10.86686 -2.38381 -0.97367
H 11.34991 -0.18971 -2.54384
H 11.27733 -1.80731 -2.98386
H 13.36625 -0.48898 -1.00073
H 13.73634 -1.05443 -2.56512
H 14.46563 -3.94584 -0.32021
H 14.97622 -2.31182 -0.32531
H 15.24680 -3.31826 -1.74352
C 4.70730 -4.32070 -3.39366
O 4.55024 -4.32126 -1.94529
C 3.26465 -3.92684 -1.54958
C 2.05410 -4.72242 -1.93889
N 0.79694 -3.96117 -1.86108
C 0.49550 -3.45457 -0.53784
C 0.11892 -4.58732 0.38331
O -0.69941 -5.61302 -0.11825
C -2.10017 -5.24630 -0.10981
H 4.45455 -5.31569 -3.76003
H 5.71067 -4.01569 -3.69085
H 4.04518 -3.56587 -3.81783
H 3.18504 -2.85205 -1.71264
H 3.43478 -3.98958 -0.47477
H 1.94454 -5.68055 -1.43086
H 2.16474 -5.00266 -2.98642
H 0.06501 -4.65306 -1.93628
H -0.29162 -2.74133 -0.78247
H 1.26979 -2.79342 -0.14866
H -0.19264 -4.22676 1.36363
H 1.05179 -5.10397 0.60899
H -2.09027 -4.21945 -0.47530
H -2.61095 -5.14984 0.84826
H -2.74586 -5.78664 -0.80207
C -1.10923 11.38169 -1.67900
O -0.56122 10.49001 -0.69558
C -0.24122 9.23006 -1.21850
C 0.25899 8.34535 -0.03626
N 1.32791 8.88168 0.70055
C 1.20063 8.35209 2.09719
C 2.17873 9.15742 2.94483
O 2.08781 8.93347 4.35013
C 3.26429 9.08108 5.09039
H -0.34030 11.53581 -2.43602
H -1.50750 12.27797 -1.20342
H -1.96247 10.93940 -2.19326
H 0.52923 9.19953 -1.98893
H -1.10374 8.71809 -1.64515
H 0.59011 7.38958 -0.44243
H -0.67582 8.22649 0.51158
H 1.39719 9.88235 0.58247
H 1.43762 7.29089 2.17328
H 0.21183 8.52398 2.52243
H 1.98516 10.22184 3.07767
H 3.17268 8.95483 2.54595
H 3.55485 10.12943 5.02238
H 4.00174 8.48530 4.55252
H 3.01899 8.66062 6.06567
N -1.48321 2.85746 1.92749
C -0.82372 1.73796 1.98841
N -0.91147 1.14656 3.10828
O -0.16603 1.32334 1.08157
H -2.18941 3.23311 2.54415
H -1.45515 3.31335 1.02667
H -0.29451 0.39593 3.38397
H -1.76384 1.32199 3.62090
N 4.79782 3.82501 3.13982
C 4.71310 3.61858 4.43501
N 3.56993 3.20208 4.77544
O 5.53113 3.61032 5.28785
H 4.08558 3.52678 2.48877
H 5.74422 4.04293 2.86245
H 2.73552 3.42776 4.25300
H 3.38298 2.93417 5.73115
O -3.53384 4.14982 5.50911
H -4.15445 4.43485 6.17981
H -2.70215 4.54710 5.76735
O 3.70562 2.29152 -0.76179
H 4.36464 1.63844 -0.52639
H 2.87792 1.81081 -0.75411
O 1.68050 -2.89631 5.43829
H 1.95862 -3.70344 5.00536
H 1.99189 -2.98743 6.33883
*
```

Atom charges from the Mulliken analysis, given in e for atoms 1 to 4: -0.81, -0.33, -0.72, -0.60

=====

2.
ORCA calculation (the ωB97M-V functional and the def2-TZVPD basis) on a cluster of 11 separate species, C32H91N5O16 in total.

- Calculated total energy: -2750.99508 a.u.
- LUMO level (spin up / spin down): 2.22 / 2.21 eV
- E_HOMO (spin up / spin down): -0.2 / -5.2 eV
- Strongest force on any atom: 3.58 eV/A

```
! RIJCOSX wB97M-V def2-TZVPD def2/J DEFGRID3
* xyz -1 2
O 1.57759 -1.61154 -2.25041
H 1.04895 -1.99178 -2.95579
H 1.14958 -0.88454 -1.79227
H 1.89888 -2.23742 -1.59722
C -1.41759 1.03518 0.71314
C -0.34243 -0.00339 0.35335
O 0.15330 0.29551 -0.93441
H -2.08507 0.75247 1.52717
H -2.13196 1.14812 -0.10234
H -0.95675 1.95380 1.07625
H -0.88865 -0.94653 0.36882
H 0.45968 -0.05638 1.08950
O -2.61635 -1.02636 3.76953
H -2.38337 -1.00333 4.69766
H -3.12103 -0.22528 3.62884
O -2.55805 -0.08024 -2.85903
H -1.71572 -0.08432 -2.40439
H -2.63888 0.80796 -3.20657
O 0.18110 2.73919 -2.17461
H 0.17269 2.67270 -3.12947
H 0.04529 1.84185 -1.87036
O 0.86645 3.35882 0.77250
H 0.76202 2.40734 0.77203
H 0.54782 3.63481 1.63189
C -4.51843 6.19945 1.69840
O -3.18400 5.97769 1.24889
C -3.20824 5.07896 0.10816
C -1.81960 4.52669 -0.09621
N -0.81910 5.35584 -0.73393
C -1.16216 5.59477 -2.15305
C 0.03487 6.26138 -2.84901
O 1.26099 5.53259 -2.73996
C 2.35944 5.98513 -3.63316
H -4.55947 6.70599 2.66268
H -5.04806 5.25016 1.77858
H -5.07931 6.80549 0.98690
H -3.44417 5.50675 -0.86623
H -3.84247 4.20911 0.27903
H -1.83960 3.62422 -0.70716
H -1.36382 4.34635 0.87736
H -0.94010 6.25845 -0.29716
H -1.97298 6.29914 -2.33891
H -1.35260 4.66242 -2.68462
H 0.04798 7.32575 -2.61440
H -0.22696 6.23091 -3.90666
H 3.34162 5.53069 -3.50306
H 2.57107 7.05285 -3.57607
H 2.11029 5.80936 -4.67965
C -1.77980 -3.94377 0.97136
O -0.50979 -4.53152 0.50486
C -0.26849 -4.43420 -0.86380
C 1.23672 -4.62164 -1.26336
N 2.19997 -3.66192 -0.58804
C 3.61685 -4.16956 -0.72308
C 4.22735 -3.83876 -2.09415
O 4.46393 -2.40915 -2.15436
C 4.71592 -1.88765 -3.45057
H -2.63279 -4.54941 0.66524
H -1.91781 -2.92062 0.62179
H -1.81714 -3.87812 2.05875
H -0.48593 -3.47899 -1.34170
H -0.95597 -5.14128 -1.32803
H 1.24744 -4.59914 -2.35307
H 1.54164 -5.66024 -1.13519
H 2.10291 -3.69331 0.41679
H 3.69869 -5.24432 -0.56094
H 4.09893 -3.72042 0.14523
H 3.48103 -4.02614 -2.86615
H 5.13990 -4.39476 -2.30914
H 5.14852 -0.88735 -3.46973
H 3.88363 -1.96636 -4.15000
H 5.53973 -2.43877 -3.90413
C 8.07193 5.74799 1.29591
O 7.62658 5.04996 0.15308
C 6.22181 4.70053 0.08483
C 5.72097 3.81428 1.25924
N 4.27113 3.62771 1.11968
C 3.75963 2.70261 2.10577
C 3.63671 1.28865 1.48630
O 4.80498 0.58091 1.29687
C 4.77566 -0.37335 0.29996
H 7.96422 5.08543 2.15471
H 7.51244 6.67001 1.45384
H 9.14552 5.93472 1.27089
H 5.96857 4.08057 -0.77520
H 5.68479 5.64903 0.09300
H 5.82536 4.37613 2.18742
H 6.17459 2.82808 1.35794
H 3.81209 4.52461 1.19004
H 2.76989 2.98019 2.46833
H 4.35246 2.64564 3.01869
H 3.11098 1.45320 0.54576
H 2.95243 0.67935 2.07674
H 4.40825 0.19443 -0.55487
H 4.02352 -1.14295 0.47354
H 5.69293 -0.80388 -0.10170
C 1.34820 -2.68283 2.72902
O 1.86875 -3.86964 2.10722
C 2.00268 -4.98606 3.01625
C 1.75223 -6.21477 2.17927
N 0.32961 -6.52577 2.02842
C 0.02500 -7.71174 1.21263
C -1.46055 -7.79106 0.91193
O -1.77250 -8.99196 0.17746
C -3.06064 -9.46078 0.62482
H 0.45165 -2.85262 3.32521
H 1.16283 -1.82058 2.08850
H 2.11046 -2.38293 3.44813
H 1.25810 -4.86509 3.80305
H 2.99146 -5.05581 3.46966
H 2.28153 -7.05644 2.62598
H 2.13383 -5.94757 1.19384
H -0.02429 -5.70602 1.55635
H 0.40475 -8.57577 1.75792
H 0.60214 -7.66587 0.28910
H -1.77910 -6.94616 0.30139
H -2.02379 -7.65931 1.83579
H -3.86660 -8.72893 0.67895
H -2.89553 -10.05460 1.52383
H -3.44691 -10.24114 -0.03088
C -3.48376 2.17064 3.44362
O -4.11180 1.12162 2.78703
C -4.74461 1.62247 1.55864
C -5.49384 0.46161 0.99736
N -6.26306 0.84332 -0.17718
C -5.41713 1.03573 -1.33823
C -6.31654 1.33563 -2.57011
O -7.22344 0.26345 -2.92309
C -6.49944 -0.63577 -3.77242
H -2.96046 2.88949 2.81313
H -2.73802 1.69848 4.08318
H -4.15035 2.77814 4.05574
H -3.94099 1.85631 0.86034
H -5.39042 2.49128 1.68597
H -6.18420 0.06595 1.74231
H -4.85915 -0.36931 0.68943
H -6.91261 0.08892 -0.34763
H -4.89380 0.12538 -1.63060
H -4.84743 1.95187 -1.18254
H -5.63587 1.59558 -3.38079
H -6.92705 2.21621 -2.37022
H -7.12057 -1.48662 -4.05237
H -5.59993 -0.98461 -3.26519
H -6.29434 -0.16553 -4.73413
*
```

Atom charges from the Mulliken analysis, given in e for atoms 1 to 4: 2.93, -0.78, -0.18, -0.07